{"formula": "C4H7N", "method": "ωB97M-V/def2-TZVPD", "de_lowest_kcal_mol": 26.18, "gap_ev": 9.77, "lumo_energy_ev": 1.0, "max_force_ev_per_a": 0.5, "smiles": "CCC=C=N", "species": ["C", "C", "C", "C", "N", "H", "H", "H", "H", "H", "H", "H"], "coordinates": [[1.432, 0.485, 0.630], [-0.038, 0.162, 0.907], [-0.895, 0.383, -0.318], [-1.336, -0.606, -1.055], [-1.792, -1.551, -1.700], [2.040, 0.378, 1.534], [1.830, -0.186, -0.139], [1.543, 1.512, 0.264], [-0.136, -0.878, 1.237], [-0.412, 0.787, 1.727], [-1.085, 1.396, -0.665], [-1.150, -1.883, -2.423]], "forces_ev_per_angstrom": [[0.076, 0.026, 0.002], [-0.022, -0.036, 0.063], [-0.135, -0.169, -0.161], [0.040, -0.151, -0.201], [0.226, 0.413, 0.280], [-0.073, 0.011, -0.122], [-0.040, 0.107, 0.127], [-0.008, -0.142, 0.069], [0.013, 0.160, -0.049], [0.053, -0.075, -0.109], [-0.010, -0.149, 0.054], [-0.120, 0.004, 0.048]], "mulliken_charge": [-1.01, -0.36, -0.57, 0.45, -0.57, 0.30, 0.29, 0.31, 0.30, 0.26, 0.33, 0.27]}